C36H41B2F9N7O5S3SeSr as an isolated structure at a distorted geometry, computed with ωB97M-V with the def2-TZVPD basis set.

Properties
Net charge: +1
Relative energy (zero: lowest compared OMol25 entry of this formula, charge and spin) (kJ/mol): 413.8
Total energy (eV): -183161.95111
2S+1: 1
HOMO energy (eV): -10.40
Orbital gap (eV): 6.00

```
105
C36H41B2F9N7O5S3SeSr ωB97M-V with the def2-TZVPD basis set
Sr -0.0043 0.2432 1.5339
C 1.8017 0.9513 5.8793
C 1.0227 0.8151 4.6075
N 1.5588 0.5992 3.4589
O 2.8959 0.4137 3.4142
B 3.5336 0.2994 2.0891
F 4.8655 0.1155 2.2819
F 3.3445 1.5200 1.4027
O 3.0715 -0.8257 1.2267
N 1.7790 -1.2616 1.3679
C 1.5988 -2.4909 1.6796
C 2.7037 -3.4708 1.8771
C 0.2057 -2.9018 1.9000
N -0.5595 -1.9667 2.3092
O -1.8684 -2.2228 2.5564
B -2.3848 -1.4229 3.7557
F -3.6848 -1.7684 3.9296
F -1.5945 -1.7680 4.8305
O -2.3270 0.0534 3.5179
N -1.0345 0.5074 3.5532
C -0.4413 0.7231 4.6686
C -1.1308 0.7653 5.9912
C -0.2036 -4.3290 1.7134
H 2.8614 1.0427 5.6504
H 1.6509 0.0657 6.4962
H 1.4756 1.8214 6.4454
H 3.6396 -2.9189 1.9491
H 2.7558 -4.1484 1.0268
H 2.5448 -4.0615 2.7743
H -2.2083 0.7818 5.8356
H -0.8214 1.6416 6.5563
H -0.8839 -0.1240 6.5690
H 0.2585 -4.9513 2.4793
H 0.1008 -4.6993 0.7382
H -1.2819 -4.4078 1.8210
N 0.9870 1.7064 -0.1496
S 1.1936 3.1510 -0.7620
C 1.5171 4.3332 0.5829
C 2.7344 4.4161 1.2352
C 2.8788 5.3272 2.2676
C 1.8159 6.1323 2.6447
C 0.5956 6.0288 1.9956
C 0.4456 5.1300 0.9534
C 2.8727 3.1601 -1.4639
C 3.4570 4.3750 -1.7869
C 4.7695 4.3983 -2.2228
C 5.4831 3.2161 -2.3458
C 4.8769 2.0034 -2.0610
C 3.5612 1.9720 -1.6285
H 1.8665 1.3762 0.2295
H 3.5570 3.7797 0.9574
H 3.8286 5.4070 2.7724
H 1.9404 6.8454 3.4447
H -0.2351 6.6488 2.2958
H -0.4886 5.0473 0.4161
H 2.9056 5.2959 -1.6610
H 5.2385 5.3443 -2.4473
H 6.5172 3.2436 -2.6503
H 5.4262 1.0801 -2.1492
H 3.1003 1.0280 -1.3672
C -6.0594 -2.4618 1.6723
C -4.6643 -2.6119 1.0769
C -4.0283 -1.2707 0.7394
S -2.3998 -1.5999 -0.0138
O -1.6056 -0.3309 0.0637
C -2.9520 -1.5969 -1.7913
C -3.0720 -3.0226 -2.3003
C -3.2483 -3.0873 -3.8139
H -6.4486 -3.4404 1.9451
H -6.7373 -1.9989 0.9596
H -6.0189 -1.8508 2.5688
H -4.7138 -3.2351 0.1801
H -4.0234 -3.1062 1.8054
H -3.8384 -0.6989 1.6437
H -4.6359 -0.6766 0.0616
H -2.1697 -1.0594 -2.3228
H -3.8839 -1.0509 -1.9017
H -3.9319 -3.5058 -1.8355
H -2.1754 -3.5726 -2.0073
H -4.1541 -2.5686 -4.1149
H -3.3308 -4.1214 -4.1361
H -2.4038 -2.6303 -4.3280
S 0.1855 -0.0885 -2.0606
C -0.5055 1.2483 -2.9198
N -0.2254 1.5551 -4.2255
C -0.8227 2.6275 -4.8118
C -1.6852 3.4025 -4.0862
C -1.9145 3.0308 -2.7462
N -1.3390 1.9736 -2.2111
H 0.4226 0.9828 -4.7631
H -0.5843 2.8143 -5.8479
H -2.1735 4.2588 -4.5183
H -2.5671 3.5926 -2.0958
F -0.9105 -5.3455 -6.2625
C -0.3280 -4.3465 -5.6181
C 0.1406 -4.5318 -4.3162
F 0.0183 -5.7146 -3.7268
C 0.7275 -3.4679 -3.6340
F 1.1123 -3.6240 -2.3680
C 0.8931 -2.2317 -4.2432
Se 1.8274 -0.7769 -3.3442
C 0.4284 -2.0691 -5.5398
F 0.5549 -0.8566 -6.1014
C -0.1895 -3.1015 -6.2349
F -0.6543 -2.9003 -7.4613
```

=====

A 3-piece molecular cluster, C4H14N2O2 overall at a distorted geometry, computed with ωB97M-V with the def2-TZVPD basis set.

Properties
Net charge: 0
Relative energy (zero: lowest compared OMol25 entry of this formula, charge and spin) (kJ/mol): 141.0
Total energy (eV): -11449.22889
2S+1: 1
HOMO energy (eV): -7.05
Orbital gap (eV): 7.59
SMILES: CC/C(N)=C/N.O.O

```
22
C4H14N2O2 ωB97M-V with the def2-TZVPD basis set
C -1.3430 1.8522 -1.2149
C -1.5029 0.3632 -0.8806
C -0.2311 -0.4740 -0.8042
N 1.0021 -0.0415 -1.3685
C -0.4448 -1.7884 -0.6072
N 0.4665 -2.7463 -0.2057
H -0.9938 2.3247 -0.2957
H -2.2735 2.3349 -1.4860
H -0.6126 1.9938 -2.0074
H -2.2356 -0.1572 -1.5072
H -2.0051 0.3250 0.0933
H 0.9545 0.6561 -2.0905
H 1.7867 0.1081 -0.7554
H -1.4473 -2.1934 -0.4833
H 0.2305 -3.7106 -0.1092
H 1.4399 -2.5322 -0.1669
O 0.7717 1.7072 2.8239
H 1.1740 2.1010 2.0517
H -0.1708 1.8461 2.6948
O 2.2117 -0.6162 2.0205
H 1.7022 -1.4111 2.1554
H 1.5207 0.0585 2.1430
```

=====

A 2-piece molecular cluster, C4H9NO2 overall, computed with ωB97M-V with the def2-TZVPD basis set.

Properties
Net charge: 0
Relative energy (zero: lowest compared OMol25 entry of this formula, charge and spin) (kJ/mol): 237.8
Total energy (eV): -9877.59599
2S+1: 1
HOMO energy (eV): -9.71
Orbital gap (eV): 10.48
SMILES: CC(=O)C/N=C\O.[H][H]

```
16
C4H9NO2 ωB97M-V with the def2-TZVPD basis set
C 0.4810 1.7619 -1.2062
C 0.4308 0.7303 -0.1160
O 1.4609 0.4405 0.4738
C -0.9250 0.1742 0.3235
N -1.0495 -1.2725 0.4557
C -0.3426 -1.8717 1.3290
O 0.6047 -1.3694 2.1195
H -0.2465 1.5814 -1.9994
H 1.4939 1.8024 -1.6099
H 0.2608 2.7320 -0.7448
H -1.1338 0.6563 1.2922
H -1.6933 0.5173 -0.3750
H -0.5039 -2.9409 1.4876
H 1.0177 -0.5834 1.6630
H 0.4107 -0.9671 -1.8238
H -0.0302 -1.3793 -1.3843
```

=====

C12H17NO4 in the gas phase at a distorted geometry, computed with ωB97M-V with the def2-TZVPD basis set.

Properties
Net charge: 0
Relative energy (zero: lowest compared OMol25 entry of this formula, charge and spin) (kJ/mol): 365.1
Total energy (eV): -22398.16359
2S+1: 1
HOMO energy (eV): -9.43
Orbital gap (eV): 9.81
SMILES: C=C[C@@H]1CCC(=O)N1CCC(=O)CCC(=O)O

```
34
C12H17NO4 ωB97M-V with the def2-TZVPD basis set
C 0.0831 0.2518 -2.5917
C -0.8382 -0.5851 -2.0647
C -0.5716 -1.2870 -0.7493
C -1.0648 -2.7458 -0.8671
C -1.3382 -3.3227 0.5523
C -1.9806 -1.9721 1.0873
O -2.9161 -1.8439 1.8832
N -1.5173 -0.9257 0.3737
C -2.2207 0.3869 0.3326
C -1.4477 1.5422 1.0017
C -0.1018 2.1241 0.3668
O -0.2362 2.5766 -0.7508
C 1.1406 2.0392 1.1835
C 2.4089 1.3974 0.3777
C 3.8003 1.4853 0.9222
O 4.0382 1.2997 2.1026
O 4.7613 1.5735 -0.0550
H -0.3174 0.6729 -3.4891
H 0.9940 0.5255 -2.1795
H -1.8088 -0.7900 -2.5653
H 0.4870 -1.2393 -0.4716
H -2.0907 -2.7819 -1.4206
H -0.4674 -3.2632 -1.4973
H -2.1766 -3.9916 0.5632
H -0.4249 -3.7213 1.0348
H -2.4848 0.7732 -0.6878
H -3.2858 0.1622 0.7515
H -2.0423 2.4818 1.0921
H -1.2353 1.2151 2.0345
H 0.9800 1.3617 1.9475
H 1.4309 2.9596 1.7030
H 2.5501 1.8062 -0.6085
H 2.2430 0.3108 0.2352
H 5.6497 1.5236 0.4528
```

=====

CH4N2S2 in the gas phase at a distorted geometry, computed with ωB97M-V with the def2-TZVPD basis set.

Properties
Net charge: 0
Relative energy (zero: lowest compared OMol25 entry of this formula, charge and spin) (kJ/mol): 292.9
Total energy (eV): -25749.45418
2S+1: 1
HOMO energy (alpha / beta) (eV): -7.85 / -7.85
Orbital gap (alpha / beta) (eV): 8.11 / 8.11

```
9
CH4N2S2 ωB97M-V with the def2-TZVPD basis set
C -1.8330 0.0522 -0.3334
N -0.5904 0.2632 -0.4222
N 0.1601 0.9336 0.4404
S 2.4638 -0.9641 0.2363
S 1.7752 0.9977 0.1887
H -2.3488 0.4343 0.5492
H -2.3364 -0.6830 -0.9354
H -0.1352 -0.2122 -1.3736
H 2.8447 -0.8216 1.6501
```